{
  "formula": "C20H30N10",
  "method": "ωB97M-V/def2-TZVPD",
  "species": ["H", "N", "N", "C", "C", "H", "N", "C", "C", "C", "H", "H", "H", "N", "C", "H", "N", "H", "H", "N", "C", "H", "H", "H", "H", "H", "H", "C", "H", "H", "C", "H", "N", "N", "C", "H", "C", "C", "C", "H", "H", "C", "N", "C", "C", "H", "H", "C", "H", "H", "H", "H", "H", "C", "H", "C", "C", "H", "H", "N"],
  "xyz": [[-0.0765, 2.1977, -4.9908], [2.7017, 1.5296, -4.5446], [1.5739, -2.9787, -0.2881], [-0.4194, 1.1933, -5.0393], [-2.3709, 3.1532, 4.6897], [-0.1823, -3.4437, 1.7714], [4.1771, -0.8496, -2.3814], [-1.5972, -1.3616, 3.6084], [-0.3448, 0.0234, 0.3752], [2.5966, -1.0031, 2.1746], [3.4525, -1.6399, 2.4259], [0.3658, 0.4915, -5.1326], [2.1697, -1.4853, 1.3029], [-2.9220, -2.6884, 0.7455], [-0.7880, -4.1170, 1.2223], [-3.5533, -0.9276, 3.0690], [3.6735, 1.3124, 1.5034], [-2.3195, 5.1172, 3.9450], [-3.8662, 0.4638, -1.8734], [-6.9988, 0.8375, -1.9293], [2.0073, 2.6733, -2.2797], [-1.0785, -4.9835, 1.8395], [-1.8375, 3.9210, 2.8516], [6.5140, 0.2772, -0.5607], [-0.3276, -4.4618, 0.2892], [-4.3606, 1.4128, -0.4306], [-4.5388, -0.3942, -0.4784], [-5.9411, 0.6724, -1.5544], [-1.0322, -0.6194, -0.1829], [6.9663, -1.2716, -1.2945], [-2.9205, -0.9203, 3.9541], [-3.5030, -1.6051, 4.5907], [-1.7529, 0.3143, -3.0267], [-1.7869, 1.5602, 1.9132], [2.4431, 2.0821, -3.5397], [2.5167, 3.6200, -2.0530], [1.5179, -2.4179, -1.2766], [3.1817, 0.2977, 1.8140], [-1.1823, 0.8468, 1.2100], [0.2008, 0.6126, -0.3337], [6.0396, -1.2631, 0.1713], [5.0448, -0.6936, -1.6231], [-0.4986, -1.6464, 3.3785], [-1.2005, 0.8330, -3.9018], [1.2824, -1.7816, -2.5845], [0.2016, -0.6356, 1.0334], [1.4213, -2.3990, -3.4205], [6.1587, -0.7374, -0.7294], [-0.6982, 4.2827, 4.1279], [-3.0444, 0.0544, 4.4191], [1.9193, -1.0545, 3.0137], [0.9322, 2.8981, -2.3059], [-0.9720, 1.2091, -5.9934], [-1.7547, 4.2003, 3.8811], [2.1660, 1.9989, -1.4092], [-4.5842, 0.5080, -1.0590], [-1.9576, -3.3049, 0.9495], [1.9113, -0.9038, -2.7049], [0.2468, -1.3794, -2.6104], [-2.9719, 2.3741, 5.2628]],
  "forces_ev_per_angstrom": [[0.750, 0.747, 0.401], [-0.592, 1.656, 2.735], [0.417, -0.457, 1.173], [-0.922, 0.694, -1.528], [0.108, 0.997, -0.794], [1.236, 0.180, 0.549], [1.435, 0.655, 1.220], [1.410, 0.097, 0.334], [-1.363, -0.926, -0.051], [1.344, -0.388, -0.269], [-0.069, -0.007, 0.102], [1.069, -0.456, -0.111], [-0.229, 0.129, -0.087], [1.459, -0.641, 0.296], [-0.865, -0.771, -0.329], [0.246, 0.227, -0.442], [-1.029, -2.143, 0.547], [0.108, 0.412, 0.542], [-0.031, -0.052, -0.019], [-1.690, 0.208, -0.604], [-0.197, 0.216, 0.944], [0.139, 0.398, -0.193], [0.096, -0.500, -0.636], [0.044, -0.019, 0.289], [-0.026, 0.228, 0.403], [-0.022, -0.991, -0.416], [0.244, -0.364, 0.403], [1.512, -0.157, 0.352], [0.118, -0.042, -0.162], [-0.495, 0.464, 0.471], [-2.101, -0.423, 0.028], [0.833, -0.185, 0.089], [0.513, 0.868, -0.603], [1.170, -1.638, -1.635], [0.541, -1.685, -2.419], [0.017, -0.340, -0.232], [-0.482, 0.526, -2.198], [0.381, 1.836, -0.337], [-1.295, 2.362, 1.918], [0.627, 0.231, -0.123], [-0.687, -0.534, 1.179], [-2.326, -1.084, -1.395], [-1.118, 0.147, 0.087], [-1.148, -1.410, 1.230], [-1.057, 1.814, 1.389], [0.587, 0.012, -0.064], [0.343, -1.173, -0.860], [2.180, 0.598, -1.646], [-0.093, 0.363, 0.067], [0.758, 0.206, -0.091], [-0.278, 0.559, 0.082], [0.225, -0.116, -0.195], [-0.269, -0.444, 0.529], [0.127, -0.434, 0.149], [0.132, 0.257, -0.718], [-0.007, 1.309, 0.363], [-2.092, 0.544, -0.640], [0.297, -0.160, 0.072], [0.386, -0.515, 0.147], [-0.365, -0.884, 0.704]],
  "nbo_charge": [0.2575, -0.3448, -0.4091, -0.7358, 0.3262, 0.2781, -0.3753, 0.3749, -0.7375, -0.7544, 0.2522, 0.2733, 0.2761, -0.3927, -0.7296, 0.2746, -0.3798, 0.2503, 0.2723, -0.3532, -0.7407, 0.2528, 0.2727, 0.2630, 0.2666, 0.2527, 0.2653, 0.2955, 0.2747, 0.2594, -0.7700, 0.2598, -0.3783, -0.3914, 0.2986, 0.2654, 0.3491, 0.3114, 0.3341, 0.2468, 0.2583, 0.3261, -0.4389, 0.3226, -0.7420, 0.2690, 0.2581, -0.7279, 0.2508, 0.2999, 0.2872, 0.2535, 0.2651, -0.7255, 0.2700, -0.7358, 0.3251, 0.2851, 0.2601, -0.3714],
  "e_lumo_ev": 0.3071,
  "e_homo_ev": -11.21,
  "energy_ev": -36124.3375,
  "spin_multiplicity": 1,
  "de_lowest_kj_mol": 57.34,
  "fmax_ev_per_a": 3.307
}


{
  "formula": "C20H30N4O4",
  "method": "ωB97M-V/def2-TZVPD",
  "species": ["H", "H", "N", "C", "H", "H", "H", "H", "C", "H", "H", "H", "C", "H", "C", "O", "N", "H", "H", "H", "C", "H", "C", "N", "H", "H", "O", "H", "H", "H", "C", "H", "H", "H", "C", "H", "C", "C", "C", "C", "C", "H", "O", "C", "C", "H", "C", "C", "H", "C", "H", "N", "C", "H", "C", "H", "O", "H"],
  "xyz": [[-1.6589, -0.3803, 4.4593], [2.5761, -2.5371, 4.9276], [0.0314, 0.7416, -2.3081], [-0.7427, 7.0561, -1.9381], [0.3905, -1.2241, -2.8477], [-0.8087, 7.5000, -0.9486], [-0.0706, -0.2553, 2.5228], [-0.6873, 6.4038, -4.3739], [-0.2928, 4.9191, -2.8608], [-2.1201, -4.0527, 0.2438], [0.8546, -1.6751, 0.8015], [0.8073, 1.5033, -5.9311], [0.2509, -0.6444, -1.9378], [0.0397, 7.5640, -2.5095], [-0.3125, -1.9799, 5.0963], [-0.4338, 5.6925, -1.7406], [0.2222, 2.3062, -6.1170], [0.9201, -4.5295, 4.8716], [-0.2552, -4.2980, -1.3575], [1.2936, -0.3529, 3.6501], [0.0255, 3.5867, -2.6494], [3.3028, -3.3736, 3.5506], [0.2042, 2.7039, -3.7081], [1.2611, -3.0936, 3.3285], [1.0427, -3.4189, 0.5292], [0.0556, -4.8147, 3.3508], [1.2621, 0.6149, -4.1925], [-1.7004, 7.1788, -2.4522], [0.1698, 3.2576, -1.6279], [1.1741, -0.7389, -1.3561], [-0.6106, -0.5150, 4.7162], [-0.3664, 4.8700, -6.2373], [1.7957, -5.1104, 3.4423], [-1.8253, -1.1923, -1.7742], [-0.2503, 4.5002, -5.2252], [0.5373, -2.0560, 5.7758], [0.9925, -4.4529, 3.7761], [0.1304, -2.2272, 3.6311], [0.5532, 1.2736, -3.4412], [-1.0676, -2.6685, 2.7824], [0.3207, -2.6021, 0.5878], [0.4228, 2.7639, -6.9907], [-2.2002, -2.7762, 3.2249], [0.0846, 3.1621, -5.0333], [2.5456, -2.6416, 3.8323], [-0.6456, 1.2808, -1.7969], [-0.6905, -2.5590, -0.5900], [-1.7839, -3.0253, 0.4058], [-0.3074, 0.2558, 5.4219], [-0.9330, -1.1700, -1.1426], [2.8301, -1.6915, 3.3849], [-0.8042, -2.8899, 1.4782], [0.2757, -0.6879, 3.4628], [-1.1402, -2.5833, 5.4590], [-0.4377, 5.3736, -4.1645], [-1.1468, -0.5073, -0.2962], [-0.4262, -3.4074, -1.6810], [-2.6538, -2.3758, 0.5164]],
  "forces_ev_per_angstrom": [[0.000, -0.004, 0.000], [0.003, 0.002, 0.000], [-0.021, -0.010, -0.031], [0.003, -0.013, -0.007], [-0.001, -0.001, 0.001], [0.000, 0.001, 0.000], [0.001, -0.003, 0.003], [0.001, 0.002, 0.000], [0.002, -0.024, 0.023], [0.004, -0.001, 0.012], [0.004, -0.013, 0.010], [-0.011, 0.002, 0.010], [0.004, 0.002, -0.010], [-0.001, 0.003, 0.001], [-0.010, -0.017, -0.007], [-0.001, 0.007, 0.004], [0.025, 0.009, -0.001], [0.001, -0.004, -0.001], [-0.003, 0.002, 0.005], [0.004, -0.002, -0.001], [-0.005, 0.019, -0.016], [-0.001, -0.002, -0.001], [0.010, -0.018, 0.001], [0.020, 0.013, 0.010], [0.000, 0.003, -0.006], [0.000, 0.003, -0.004], [0.013, -0.005, 0.006], [-0.001, 0.003, 0.001], [-0.001, 0.011, 0.005], [-0.002, 0.002, 0.005], [0.016, 0.007, 0.009], [0.002, -0.005, -0.002], [-0.004, -0.007, -0.003], [0.003, 0.003, -0.002], [-0.007, 0.036, 0.015], [0.003, 0.003, -0.002], [-0.001, 0.007, 0.010], [0.013, -0.055, -0.001], [-0.013, 0.014, 0.003], [-0.003, 0.063, 0.068], [0.036, 0.008, 0.072], [-0.017, 0.007, 0.005], [0.015, -0.004, -0.006], [0.009, -0.033, -0.017], [-0.013, 0.002, 0.005], [0.006, -0.005, 0.012], [-0.015, -0.001, -0.033], [-0.022, 0.017, 0.033], [-0.006, 0.002, -0.001], [-0.005, -0.005, 0.008], [-0.002, 0.002, -0.005], [-0.017, -0.036, -0.136], [-0.021, 0.020, -0.006], [-0.002, 0.006, 0.003], [0.000, -0.007, -0.019], [0.003, 0.000, 0.002], [0.009, 0.002, -0.019], [-0.005, -0.011, -0.002]],
  "nbo_charge": [0.2195, 0.1673, -0.6089, -0.2513, 0.2398, 0.1996, 0.2025, 0.2200, 0.2575, 0.1974, 0.2020, 0.4178, -0.2245, 0.1741, -0.4195, -0.4976, -0.8107, 0.1736, 0.4720, 0.2115, -0.2293, 0.2048, -0.1293, -0.4489, 0.2061, 0.2080, -0.6491, 0.1735, 0.2178, 0.1869, -0.4011, 0.2082, 0.2008, 0.2222, -0.2461, 0.2011, -0.4139, 0.0435, 0.6681, 0.6923, -0.2199, 0.3724, -0.6284, 0.1787, -0.4095, 0.3977, 0.2485, -0.2230, 0.2044, -0.4069, 0.1999, -0.4422, -0.4023, 0.2333, -0.2653, 0.2004, -0.7061, 0.2110],
  "e_lumo_ev": 0.4930,
  "e_homo_ev": -7.60,
  "energy_ev": -35376.5798,
  "spin_multiplicity": 1,
  "de_lowest_kj_mol": 270.16,
  "fmax_ev_per_a": 0.142
}


What is the formula in the second record?
C20H30N4O4